Below is a cluster of 4 separate species, C22H51N2O15P3 in total in a non-equilibrium geometry, with properties calculated with ωB97M-V/def2-TZVPD.

The geometry in ORCA input format:
```
! wB97M-V def2-TZVPD RIJCOSX def2/J DEFGRID3
* xyz -1 2
C -3.6524 2.6612 -1.4671
C -2.9274 1.4654 -2.1513
C -3.1424 1.7013 -3.6508
C -1.4594 1.5686 -1.7177
C -0.5915 0.3192 -1.9803
C 0.7657 0.5195 -1.2574
C 0.9049 -0.0676 0.1479
C 0.0749 0.6033 1.2416
N 0.3170 2.0421 1.4091
C -0.2457 0.3434 -3.5087
O 0.0219 -0.7401 -4.0786
O -0.1960 1.4517 -4.0723
C -1.3359 -0.9686 -1.6273
C -2.8356 -1.0118 -1.9834
C -3.4438 -2.1194 -1.0844
C -3.1062 -1.5012 -3.4322
N -3.5783 0.2269 -1.6346
O -3.6733 0.3429 -0.3490
H -3.1855 2.9095 -0.5201
H -4.7153 2.4664 -1.3453
H -3.5745 3.5129 -2.1417
H -4.2198 1.6381 -3.8493
H -2.8400 2.7048 -3.9209
H -2.6765 0.9531 -4.2796
H -1.0121 2.4762 -2.1089
H -1.5047 1.7070 -0.6315
H 0.9490 1.5953 -1.2323
H 1.5625 0.0979 -1.8695
H 0.6714 -1.1325 0.1239
H 1.9573 -0.0027 0.4395
H 0.2716 0.1334 2.2067
H -0.9946 0.4726 1.0698
H 1.2727 2.1842 1.7056
H 0.1835 2.4945 0.5151
H -1.2544 -1.2841 -0.5903
H -0.8673 -1.7547 -2.2222
H -3.1244 -3.0904 -1.4559
H -3.0960 -2.0445 -0.0574
H -4.5306 -2.0576 -1.0527
H -2.1988 -1.5418 -4.0287
H -3.5212 -2.5061 -3.4110
H -3.8687 -0.8618 -3.8717
C -10.4227 4.0990 1.4566
O -9.3836 4.0244 0.4851
P -8.1600 2.9843 0.8363
O -8.8455 1.8188 1.4376
O -7.4959 3.9927 1.9539
C -7.4700 5.4075 1.7579
O -6.7388 2.4066 0.3351
C -5.9251 1.7306 1.3108
H -10.9637 5.0257 1.2651
H -11.1054 3.2599 1.3444
H -10.0187 4.1182 2.4684
H -8.2212 5.8759 2.3967
H -7.6642 5.6891 0.7256
H -6.4868 5.7760 2.0467
H -6.3342 0.7444 1.5180
H -5.8477 2.3021 2.2336
H -4.9313 1.6168 0.8838
C 2.8666 -1.8556 -3.6974
O 3.4594 -3.1804 -3.6574
P 4.1194 -3.6074 -2.2369
O 3.1906 -3.0932 -1.2079
O 5.4519 -2.6605 -2.4456
C 6.0506 -2.5034 -3.7326
O 4.9564 -4.7695 -1.4347
C 5.5826 -4.3563 -0.2234
H 2.7669 -1.5824 -4.7448
H 1.8788 -1.8638 -3.2508
H 3.5053 -1.1303 -3.1928
H 5.8016 -1.5181 -4.1284
H 5.7180 -3.2580 -4.4416
H 7.1328 -2.5728 -3.6200
H 4.8355 -4.2345 0.5594
H 6.1405 -3.4318 -0.3523
H 6.2780 -5.1436 0.0680
C 7.6949 0.9043 5.0465
O 8.0845 -0.1056 4.1138
P 7.0507 -1.3681 3.9666
O 5.7117 -0.7482 4.0277
O 7.5189 -2.0477 5.3899
C 8.8853 -2.0244 5.8110
O 6.7841 -2.8007 3.2438
C 5.7925 -3.6417 3.8377
H 8.5918 1.4786 5.2759
H 6.9553 1.5639 4.5999
H 7.3003 0.4662 5.9625
H 9.0064 -1.2865 6.6055
H 9.5672 -1.7798 5.0001
H 9.1403 -3.0072 6.2052
H 4.7971 -3.2610 3.6169
H 5.9244 -3.7294 4.9137
H 5.8944 -4.6299 3.3920
*
```

- Lowest unoccupied orbital energy (spin up / spin down): 0.782 / 0.782 eV
- HOMO energy (spin up / spin down): -4.68 / -4.68 eV
- Molar mass: 676.6 g mol⁻¹
- ⟨S²⟩: 0.754

***

Below is a cluster of 4 separate species, C22H53BBrO2S in total in a non-equilibrium geometry, with properties calculated with ωB97M-V/def2-TZVPD.

The geometry in ORCA input format:
```
! wB97M-V def2-TZVPD RIJCOSX def2/J DEFGRID3
* xyz 1 1
C 5.3957 -3.1767 3.2341
C 4.4761 -4.3699 3.4131
Br 5.2206 -5.8926 2.4489
C 3.0157 -4.1675 2.9863
S 2.8001 -2.9809 1.6424
C 1.0585 -2.5054 1.6593
B 0.0510 -3.6579 2.1717
O -0.0829 -4.8533 1.5606
O -0.7838 -3.3970 3.2093
H 6.2612 -3.3200 3.8675
H 4.9404 -2.2368 3.5376
H 5.7684 -3.1208 2.2174
H 4.4584 -4.6542 4.4538
H 2.4162 -3.9152 3.8565
H 2.6328 -5.0996 2.5916
H 3.5007 -1.8719 1.9336
H 0.7655 -2.2114 0.6569
H 0.9566 -1.6642 2.3314
H 0.6834 -5.0401 0.9915
H -0.3253 -3.2751 4.0544
C 1.2554 -3.5648 -1.7322
C -0.2553 -3.4650 -1.9321
C -0.9278 -4.8191 -2.1477
C -0.4659 -5.5719 -3.3961
C -0.6474 -4.8108 -4.7088
C -2.1039 -4.4844 -5.0255
H 1.7565 -3.9856 -2.6023
H 1.6871 -2.5752 -1.5518
H 1.4847 -4.2004 -0.8678
H -0.4696 -2.7965 -2.7687
H -0.7005 -2.9959 -1.0468
H -2.0092 -4.6717 -2.1859
H -0.7454 -5.4512 -1.2715
H -1.0174 -6.5142 -3.4521
H 0.5874 -5.8494 -3.2902
H -0.2385 -5.4201 -5.5176
H -0.0588 -3.8884 -4.6979
H -2.7024 -5.3950 -5.0833
H -2.1835 -3.9714 -5.9838
H -2.5489 -3.8344 -4.2701
C -1.4832 0.3785 -0.6202
C -0.7980 1.2201 -1.6919
C 0.7195 1.0508 -1.7223
C 1.4417 1.4781 -0.4443
C 1.2055 2.9261 -0.0228
C 1.7005 3.9451 -1.0439
H -1.1606 0.6585 0.3854
H -2.5644 0.5089 -0.6642
H -1.2689 -0.6844 -0.7677
H -1.0596 2.2720 -1.5527
H -1.1940 0.9351 -2.6691
H 1.1211 1.6087 -2.5710
H 0.9541 -0.0024 -1.9208
H 2.5172 1.3203 -0.5859
H 1.1461 0.8182 0.3823
H 1.7217 3.1014 0.9249
H 0.1426 3.0919 0.1747
H 2.7706 3.8273 -1.2259
H 1.5330 4.9601 -0.6835
H 1.1814 3.8483 -1.9982
C -3.1495 3.8267 2.0787
C -3.5754 4.9244 1.1076
C -2.3990 5.6046 0.4107
C -1.4259 6.3337 1.3382
C -2.0504 7.4252 2.2055
C -2.6633 8.5656 1.3983
H -2.5377 4.2214 2.8913
H -4.0215 3.3492 2.5274
H -2.5730 3.0544 1.5616
H -4.1833 5.6646 1.6336
H -4.2229 4.4861 0.3440
H -2.7860 6.3040 -0.3348
H -1.8390 4.8484 -0.1524
H -0.6353 6.7795 0.7259
H -0.9273 5.6074 1.9880
H -1.2739 7.8332 2.8573
H -2.8075 6.9959 2.8673
H -1.9137 9.0366 0.7594
H -3.0671 9.3323 2.0599
H -3.4801 8.2195 0.7634
*
```

- Lowest unoccupied orbital energy: -3.416 eV
- HOMO energy: -12.38 eV
- Molar mass: 472.4 g mol⁻¹

***

Below is a cluster of 13 separate species, C22H54N10O26 in total in a non-equilibrium geometry, with properties calculated with ωB97M-V/def2-TZVPD.

The geometry in ORCA input format:
```
! wB97M-V def2-TZVPD RIJCOSX def2/J DEFGRID3
* xyz 0 1
C -1.3192 -3.5809 -3.9581
N -1.5019 -2.6278 -2.8289
O -2.5444 -2.6586 -2.2333
O -0.7320 -1.6929 -2.8167
H -1.7334 -3.0875 -4.8379
H -1.9442 -4.4594 -3.8350
H -0.2552 -3.7326 -4.0895
C -0.7749 -0.3599 4.5277
N -0.5810 -1.8242 4.5441
O -1.5279 -2.5644 4.6561
O 0.5547 -2.2151 4.4583
H -1.6083 -0.1303 5.1877
H -1.0555 0.0702 3.5679
H 0.1752 0.0669 4.8271
C 4.2996 -0.9342 -0.5310
N 3.9814 -2.1419 -1.3506
O 3.1947 -1.9837 -2.2790
O 4.3378 -3.2264 -0.9175
H 5.2597 -0.5067 -0.7982
H 4.3170 -1.2063 0.5213
H 3.4646 -0.2474 -0.6251
C 1.6119 0.5556 -3.9322
N 2.5616 1.6579 -4.1987
O 2.7084 2.5479 -3.3670
O 3.0300 1.7366 -5.3203
H 1.2409 0.1953 -4.8840
H 0.9908 0.9030 -3.1157
H 2.2392 -0.2856 -3.6218
C 0.2140 4.4155 -3.8350
N -1.1764 4.6227 -3.3844
O -1.4514 4.4023 -2.2315
O -1.9191 5.1406 -4.1772
H 0.6074 5.4081 -4.0560
H 0.1882 3.9494 -4.8178
H 0.8245 3.9194 -3.0934
C -5.2319 -2.0405 -0.4607
N -4.3774 -1.9956 0.7514
O -4.9585 -2.0592 1.8039
O -3.1906 -1.8379 0.6026
H -5.8046 -1.1192 -0.4685
H -5.9118 -2.8813 -0.3798
H -4.5741 -2.0754 -1.3201
C 1.6975 -4.7079 0.5174
N 2.4441 -5.9972 0.4519
O 2.7742 -6.4784 1.5150
O 2.7094 -6.4638 -0.6322
H 1.0104 -4.7145 1.3555
H 1.1214 -4.6108 -0.3980
H 2.4393 -3.9199 0.5889
C -3.0657 0.9619 -1.9827
N -4.3835 1.6565 -1.8875
O -5.0800 1.4507 -0.9232
O -4.7072 2.3271 -2.8357
H -2.7462 0.6585 -0.9905
H -2.3614 1.6871 -2.3727
H -3.2879 0.0812 -2.5763
C 3.2600 3.0588 2.8878
N 4.1595 2.2755 2.0246
O 3.6792 1.7849 1.0212
O 5.3279 2.1877 2.3030
H 3.7857 3.7114 3.5782
H 2.5798 2.3974 3.4154
H 2.7130 3.7341 2.2326
C -2.5376 2.8467 3.1068
N -3.0896 2.3790 1.8064
O -2.8753 1.2152 1.5028
O -3.7634 3.1652 1.1741
H -1.7076 2.1685 3.2699
H -3.2982 2.8152 3.8804
H -2.2006 3.8736 3.0032
O 2.4388 5.9797 1.0739
C 2.7089 5.6905 -0.0682
O 2.1415 6.1021 -1.1833
C 1.0893 7.0789 -1.1443
C 1.6669 8.4668 -0.9756
C 3.8334 4.6882 -0.3621
H 0.3880 6.7821 -0.3654
H 0.5346 7.0563 -2.0828
H 0.8767 9.2147 -0.8841
H 2.3115 8.7801 -1.7927
H 2.1944 8.4817 -0.0187
H 3.3964 3.7337 -0.6392
H 4.3731 4.6544 0.5805
H 4.4646 5.1328 -1.1282
O -0.3039 -5.9592 0.7358
C -1.1213 -5.6602 1.5738
O -1.7649 -6.5195 2.3429
C -1.5114 -7.9163 2.1057
C -2.3518 -8.7419 3.0614
C -1.3435 -4.2191 1.9274
H -0.4432 -8.0351 2.2882
H -1.7451 -8.1945 1.0784
H -1.8206 -8.8872 3.9996
H -2.5871 -9.7187 2.6391
H -3.3231 -8.2728 3.2220
H -2.3487 -4.0084 2.2964
H -1.2101 -3.6039 1.0439
H -0.6754 -3.9949 2.7597
O 0.3015 1.3542 1.9709
C 0.2523 1.5065 0.7752
O -0.1634 0.6370 -0.1236
C -0.4912 -0.7096 0.2898
C 0.7423 -1.5645 0.3862
C 0.5387 2.8584 0.1525
H -1.0385 -1.0830 -0.5734
H -1.1584 -0.8143 1.1428
H 1.4784 -1.2182 1.1146
H 1.2181 -1.6787 -0.5913
H 0.4254 -2.5673 0.6719
H 0.8717 2.7170 -0.8764
H 1.3050 3.3400 0.7464
H -0.3748 3.4524 0.1111
*
```

- Lowest unoccupied orbital energy: -0.729 eV
- HOMO energy: -10.29 eV
- Molar mass: 874.7 g mol⁻¹